No. 1
Below is a single C20H27FN4O4 molecule, with properties calculated with wB97M-V/def2-TZVPD.

```
! RIJCOSX wB97M-V def2-TZVPD def2/J DEFGRID3
* xyz 0 1
F -2.21332 -4.32016 -4.78267
O -1.77205 -1.50943 0.01973
O -4.23706 -0.38279 0.18490
O 1.89305 1.59067 1.56844
O 7.61763 0.49465 2.04045
N -0.72745 0.45345 -0.31385
N 4.57519 1.95830 2.54995
N 5.91398 1.94097 2.69925
N 2.37352 -0.58738 1.21009
C -1.96990 -2.00123 -4.49261
C -0.76114 1.89783 -0.55897
C -2.53045 -3.19820 -4.10210
C -3.18730 -0.90578 -2.70321
C 0.99903 -2.49965 0.73141
C -4.16361 -0.32778 1.59614
C 0.54104 -0.26543 -0.42205
C -1.84279 -0.31182 -0.20107
C 1.00741 -0.98431 0.86642
C -3.72920 -2.13763 -2.33997
C 6.31394 0.83983 2.09673
C -2.30806 -0.85760 -3.77941
C -3.21495 0.34026 -0.44884
C 3.82651 3.07268 3.10326
C -3.52126 0.35904 -1.95172
C -0.99015 2.72269 0.70206
C 5.24854 0.11604 1.54864
C 4.13889 0.88067 1.86508
C 2.70471 0.67368 1.54765
C -3.40499 -3.28982 -3.03637
H -4.18882 0.71112 1.94589
H -1.28881 -1.97121 -5.33165
H 0.34510 -0.67559 1.67812
H -4.58507 0.59170 -2.04379
H 1.29630 0.45604 -0.72119
H 1.31052 -2.97172 1.66509
H -2.97790 1.18648 -2.41049
H -1.94685 2.48198 1.16791
H -1.87328 0.09173 -4.07126
H 5.29887 -0.79565 0.97937
H 0.44078 -1.01236 -1.21461
H -5.03405 -0.85245 1.98223
H 3.48698 3.73847 2.31248
H 8.12144 1.18271 2.49305
H 1.68645 -2.81070 -0.05995
H -3.81372 -4.25178 -2.75952
H 4.50273 3.59688 3.77139
H 2.95880 2.71092 3.64791
H -3.25837 -0.81378 1.96648
H -1.51386 2.13095 -1.31330
H -0.99614 3.78566 0.45372
H -3.22340 1.37140 -0.07873
H -4.39306 -2.19373 -1.48802
H 3.06190 -1.31169 1.32758
H -0.19518 2.53309 1.41925
H 0.19983 2.16816 -0.99372
H -0.00096 -2.83837 0.47841
*
```

- SMILES: CCN(C[C@@H](C)NC(=O)c1cc(O)nn1C)C(=O)[C@@H](Cc1ccc(F)cc1)OC
- Max |F|: 0.0039 hartree/bohr
- Electronic energy: -38046.4546 eV

No. 2
Below is a molecular structure, C20H27FeN6, with properties calculated with wB97M-V/def2-TZVPD.

```
! RIJCOSX wB97M-V def2-TZVPD def2/J DEFGRID3
* xyz 4 2
Fe -0.04212 -0.22254 0.06117
N -0.91171 1.13146 -1.10183
N 1.12010 -1.45651 1.07659
N -0.10952 -1.50679 -1.34780
N 1.58332 0.42374 -0.72874
N -0.55216 0.77181 1.87347
N -3.22831 2.67602 3.89180
C 3.42288 -1.97057 1.43940
C -2.58852 2.09356 -2.49444
C 2.42931 -1.15600 0.93983
C -1.90649 2.03010 3.55616
C 0.98919 -2.36527 -3.26059
C -1.00853 -3.41329 -2.42685
C 1.35280 1.88768 -0.96632
C 1.82496 -0.28571 -2.05402
C 2.68609 0.16014 0.25747
C -1.04279 -2.47047 -1.42241
C 0.77116 -2.58951 1.71060
C -0.36800 3.00419 -2.48299
C -1.86800 1.44038 2.13523
C -1.67766 3.03523 -2.95492
C -0.02242 2.04057 -1.55967
C -2.16808 1.15185 -1.57419
C 1.71094 -3.44573 2.24909
C 0.02590 -3.36092 -3.35743
C 0.89013 -1.44256 -2.23750
C 3.05766 -3.13403 2.11035
H -2.84385 0.38444 -1.21380
H -3.20278 3.05092 4.84960
H 2.86731 -0.60192 -2.09455
H 0.08108 -4.09417 -4.15252
H 3.81774 -3.79221 2.51267
H 1.67054 0.43930 -2.85468
H -1.82155 -2.47685 -0.66578
H -2.00931 2.21449 1.38088
H -2.65479 0.69526 2.00908
H -1.77320 -4.17658 -2.47547
H 0.18663 1.46338 2.01946
H 1.43127 2.40697 -0.00816
H -1.97583 3.77695 -3.68554
H 1.80280 -2.30671 -3.97288
H 2.68643 0.97137 0.98949
H 4.46520 -1.70697 1.31191
H 1.39175 -4.34535 2.75761
H 2.13796 2.28789 -1.61096
H -3.45797 3.46632 3.27946
H 0.36840 3.71379 -2.83877
H -4.01618 2.01935 3.86144
H -0.38449 0.07355 2.60036
H -3.60827 2.07615 -2.85460
H 3.65162 0.18874 -0.24869
H -1.74585 1.25783 4.30855
H -1.14674 2.80066 3.68769
H -0.28805 -2.81342 1.77677
*
```

- Max |F|: 0.0026 hartree/bohr
- ⟨S²⟩: 0.767
- Electronic energy: -64466.7793 eV

No. 3
Below is a molecular structure, C20H27IN4STi in a non-equilibrium geometry, with properties calculated with wB97M-V/def2-TZVPD.

```
! RIJCOSX wB97M-V def2-TZVPD def2/J DEFGRID3
* xyz 2 1
I 0.72529 1.19409 3.89475
Ti -0.15860 0.27399 1.23373
S -0.32612 2.62529 0.59487
N 2.05714 3.78285 0.44431
N 1.59722 -0.04153 0.49726
N -0.71511 -1.08759 -0.06135
N 1.38320 2.74277 -1.47921
C -3.24666 -3.81909 -0.11625
C -0.29524 -4.52325 1.10401
C 1.47982 -0.73748 -0.72260
C -3.14289 1.24174 -0.56134
C -0.17168 -0.57253 3.09463
C 2.71404 -0.78135 -1.34431
C 2.90549 0.33599 0.59506
C -4.31444 -1.75835 0.47851
C 0.21642 -1.29322 -0.97709
C -0.78387 -4.10356 -0.28413
C -1.99840 -3.20366 -0.18790
C -3.05969 0.38065 0.69366
C 3.61740 -0.10657 -0.50064
C 1.17593 3.05401 -0.21430
C -3.09732 -1.10024 0.39703
C -4.39525 -3.11233 0.19214
C 3.26497 4.36348 -0.17262
C 2.53662 3.23411 -2.25845
C 3.01726 4.54255 -1.65861
C -1.96795 -1.82221 0.01035
H -3.15788 2.30581 -0.33479
H 0.62510 2.27219 -1.94784
H -1.06134 -4.98366 -0.86498
H -1.08599 -5.03200 1.65600
H 2.27156 5.32264 -1.82000
H -2.20559 0.63053 1.37034
H 0.05046 -3.66023 -0.82480
H 3.25277 0.88432 1.45742
H -3.88300 0.63517 1.36165
H 3.45889 5.31191 0.32221
H 0.55954 -5.19464 1.03213
H 0.51801 -1.39616 3.25942
H 0.00738 -3.65323 1.69378
H -2.32889 1.04307 -1.25752
H 4.11299 3.70325 0.01429
H 0.00141 -1.87747 -1.86520
H -5.34863 -3.62148 0.24214
H 4.67867 0.01100 -0.65295
H -3.30377 -4.88877 -0.28056
H 3.93713 4.85759 -2.14776
H -1.12246 -0.73348 3.59905
H 2.94023 -1.27832 -2.27655
H 1.81760 4.01805 1.39591
H 3.32247 2.47884 -2.24571
H -5.20046 -1.20911 0.77291
H -4.07519 0.98543 -1.06506
H 2.20145 3.36020 -3.28501
*
```

- Max |F|: 0.0292 hartree/bohr
- Electronic energy: -69176.6560 eV

No. 4
Below is a molecular structure, C20H27N3O4S in a non-equilibrium geometry, with properties calculated with wB97M-V/def2-TZVPD.

```
! RIJCOSX wB97M-V def2-TZVPD def2/J DEFGRID3
* xyz 0 1
S -0.42660 -1.77279 4.96078
O 2.09797 2.02971 -2.32363
O -2.07763 -2.03121 1.40584
O 0.16095 1.86794 0.35770
O 2.29129 0.00183 -1.08775
N 0.83004 0.23240 3.19737
N 0.06571 -0.28995 0.81852
N -1.52621 0.02460 -3.64405
C -1.11051 -0.16951 4.35482
C -3.16950 -1.18205 -2.20526
C 0.07658 0.51922 -2.30104
C -0.44060 0.74990 3.84727
C -2.20093 -1.48002 0.13536
C 1.82565 -0.44278 4.06679
C -1.06137 -0.52367 -0.21155
C -2.42013 -0.00509 -4.99432
C 3.30620 2.19905 -1.80848
C 0.19994 1.21760 -4.74290
C -2.08257 -0.62330 -2.56297
C 1.46183 0.76330 2.07573
C 1.59331 0.73935 -1.85378
C -0.78277 -0.34383 -1.64364
C 4.44426 1.34869 -2.62062
C -3.01946 -1.53020 -0.73967
C -0.38580 0.65007 -3.62602
C -3.16638 -2.77703 1.81781
C 0.57426 0.85670 0.89838
C 1.05764 -1.03459 5.38315
H 0.28640 0.48342 -5.57811
H 3.27115 3.23755 -2.05311
H 4.42769 0.28445 -2.29881
H -3.69684 -1.41892 -2.83594
H 0.10843 1.40294 4.56256
H -4.21682 -2.45695 1.67034
H 2.59407 -0.93589 3.73478
H 3.38418 2.10994 -0.81355
H -2.94682 -3.76524 1.28270
H -3.93563 -2.26595 -0.60453
H -1.91800 0.25241 5.13376
H -2.03658 -0.59115 3.51014
H 0.59735 -0.06813 6.18715
H -0.27655 2.08319 -5.06798
H 4.44679 1.48330 -3.67519
H 2.42667 0.50903 4.60701
H -3.25573 -0.31013 -4.55738
H 1.77479 1.95061 2.36774
H -2.82829 -3.22134 2.68740
H 5.27033 1.81568 -2.14087
H 2.18879 0.23437 1.80324
H -0.70539 1.36568 3.09833
H -1.90694 -0.82024 -5.41017
H 1.31347 1.42307 -4.66692
H 1.79544 -1.86236 5.77387
H -2.17913 0.90525 -5.26515
H -0.09797 -0.81896 1.59481
*
```

- Max |F|: 0.3723 hartree/bohr
- Electronic energy: -44656.6941 eV